The following is a DFT calculation (ωB97M-V/def2-TZVPD) of a molecular structure, C27H46N13PS3Ti.

ΔE to the lowest compared entry with this formula, charge and spin = 20.66 kcal/mol
Orbital gap (alpha / beta) = 4.05 / 6.00 eV
⟨S²⟩ = 2.019
Spin multiplicity = 3

Cartesian coordinates (Å):
Ti (0.575, 1.275, -0.846)
N (5.032, 1.035, -1.693)
C (3.737, 1.289, -1.283)
S (2.481, 1.086, -2.477)
N (3.557, 1.700, -0.074)
N (2.240, 1.976, 0.219)
C (2.019, 2.694, 1.304)
C (0.691, 3.101, 1.537)
C (0.302, 3.973, 2.582)
C (-0.993, 4.394, 2.675)
C (-1.931, 3.958, 1.707)
C (-1.494, 3.122, 0.714)
N (-0.230, 2.686, 0.596)
H (5.110, 0.371, -2.445)
H (5.683, 0.901, -0.935)
H (2.845, 3.039, 1.916)
H (1.052, 4.293, 3.295)
H (-1.297, 5.063, 3.470)
H (-2.967, 4.264, 1.741)
H (-2.187, 2.763, -0.042)
N (-1.003, 1.014, -2.579)
N (-0.669, 0.717, -3.913)
C (0.049, -0.382, -4.234)
N (0.713, -0.268, -5.425)
S (0.015, -1.771, -3.337)
H (-1.699, 0.370, -2.207)
H (-1.404, 1.949, -2.620)
H (-0.708, 1.514, -4.529)
H (1.193, 0.608, -5.577)
H (1.268, -1.080, -5.640)
S (0.386, 4.071, -2.226)
C (-0.594, 4.488, -3.492)
N (-0.552, 5.786, -3.980)
C (-1.352, 6.242, -4.962)
C (-2.239, 5.394, -5.541)
C (-2.235, 4.065, -5.067)
N (-1.459, 3.623, -4.113)
H (0.108, 6.401, -3.526)
H (-1.230, 7.280, -5.234)
H (-2.900, 5.710, -6.331)
H (-2.906, 3.337, -5.514)
N (-0.150, -0.216, 0.042)
P (-0.095, -1.362, 1.078)
N (-1.205, -2.550, 0.684)
C (-2.225, -2.292, -0.328)
C (-2.716, -3.608, -0.960)
C (-1.694, -4.717, -0.746)
C (-1.541, -4.992, 0.751)
C (-1.548, -3.669, 1.545)
N (1.447, -1.968, 1.241)
C (1.863, -2.922, 2.257)
C (2.177, -4.288, 1.653)
C (3.225, -4.154, 0.551)
C (2.776, -3.127, -0.485)
C (2.442, -1.800, 0.186)
N (-0.464, -1.029, 2.681)
C (-1.878, -0.793, 3.009)
C (-2.100, 0.636, 3.485)
C (-1.329, 0.903, 4.782)
C (-0.015, 0.106, 4.804)
C (0.485, -0.156, 3.392)
H (-1.774, -1.661, -1.087)
H (-3.079, -1.752, 0.111)
H (-2.898, -3.446, -2.024)
H (-3.669, -3.913, -0.516)
H (-0.734, -4.404, -1.164)
H (-1.991, -5.626, -1.272)
H (-0.622, -5.550, 0.934)
H (-2.363, -5.623, 1.102)
H (-0.863, -3.710, 2.391)
H (-2.550, -3.502, 1.967)
H (1.095, -2.989, 3.027)
H (2.772, -2.536, 2.742)
H (1.261, -4.704, 1.228)
H (2.517, -4.971, 2.437)
H (3.416, -5.123, 0.082)
H (4.172, -3.826, 0.994)
H (1.885, -3.486, -1.012)
H (3.551, -2.968, -1.239)
H (2.073, -1.086, -0.545)
H (3.350, -1.369, 0.632)
H (-2.207, -1.503, 3.779)
H (-2.486, -0.983, 2.123)
H (-3.167, 0.823, 3.621)
H (-1.761, 1.311, 2.697)
H (-1.938, 0.629, 5.647)
H (-1.123, 1.972, 4.866)
H (-0.159, -0.854, 5.307)
H (0.754, 0.642, 5.363)
H (1.459, -0.641, 3.411)
H (0.618, 0.797, 2.864)

***

The following is a DFT calculation (ωB97M-V/def2-TZVPD) of 3 unconnected molecules or ions with the total composition C27H46NO4.

Orbital gap (alpha / beta) = 8.71 / 9.94 eV
⟨S²⟩ = 0.754
Spin multiplicity = 2

Cartesian coordinates (Å):
C (3.884, -1.969, 1.195)
C (3.678, -1.667, -0.304)
C (2.317, -2.118, -0.852)
C (1.116, -1.172, -0.700)
C (0.926, -0.633, 0.713)
C (-0.308, 0.298, 0.839)
C (-1.304, -0.265, 1.873)
C (0.119, 1.704, 1.285)
N (-1.045, 0.368, -0.457)
O (-2.169, 0.964, -0.377)
C (-0.310, 0.619, -1.736)
C (-1.130, -0.068, -2.839)
C (-0.223, 2.113, -2.042)
C (1.093, -0.001, -1.671)
O (3.847, -0.280, -0.566)
C (5.193, 0.152, -0.525)
C (5.279, 1.597, -0.107)
C (4.246, 2.487, -0.377)
C (4.353, 3.818, -0.004)
C (5.491, 4.278, 0.641)
C (6.523, 3.392, 0.919)
C (6.412, 2.062, 0.550)
H (4.911, -2.278, 1.391)
H (3.723, -1.051, 1.765)
H (3.204, -2.739, 1.553)
H (4.446, -2.222, -0.861)
H (2.407, -2.371, -1.912)
H (2.072, -3.052, -0.337)
H (0.230, -1.779, -0.934)
H (0.842, -1.477, 1.400)
H (1.814, -0.055, 0.976)
H (-2.014, -0.930, 1.379)
H (-0.773, -0.831, 2.638)
H (-1.875, 0.539, 2.339)
H (1.066, 2.017, 0.843)
H (-0.668, 2.428, 1.071)
H (0.265, 1.688, 2.369)
H (-0.796, 0.274, -3.818)
H (-0.988, -1.151, -2.774)
H (-2.188, 0.145, -2.694)
H (0.297, 2.672, -1.264)
H (0.350, 2.226, -2.966)
H (-1.214, 2.535, -2.210)
H (1.382, -0.313, -2.677)
H (1.809, 0.752, -1.340)
H (5.782, -0.459, 0.166)
H (5.638, 0.037, -1.523)
H (3.353, 2.141, -0.880)
H (3.540, 4.501, -0.218)
H (5.561, 5.321, 0.920)
H (7.412, 3.736, 1.435)
H (7.219, 1.374, 0.779)
C (-6.310, 0.233, -5.129)
C (-5.848, -0.126, -3.717)
C (-4.776, -1.169, -4.004)
O (-4.196, -0.812, -5.260)
C (-4.997, 0.182, -5.900)
H (-6.799, 1.203, -5.197)
H (-7.001, -0.525, -5.505)
H (-5.407, 0.746, -3.231)
H (-6.643, -0.507, -3.077)
H (-5.208, -2.173, -4.085)
H (-3.992, -1.190, -3.246)
H (-4.475, 1.144, -5.854)
H (-5.124, -0.091, -6.948)
C (-3.302, -1.181, 5.009)
C (-2.094, -1.057, 5.935)
C (-1.988, -2.472, 6.490)
O (-2.459, -3.341, 5.461)
C (-3.105, -2.580, 4.439)
H (-3.342, -0.415, 4.236)
H (-4.228, -1.134, 5.587)
H (-1.201, -0.807, 5.357)
H (-2.215, -0.307, 6.716)
H (-2.617, -2.596, 7.378)
H (-0.967, -2.756, 6.749)
H (-2.462, -2.556, 3.552)
H (-4.041, -3.071, 4.171)

***

The following is a DFT calculation (ωB97M-V/def2-TZVPD) of 3 unconnected molecules or ions with the total composition C27H47BrClN2O2.

Orbital gap = 5.91 eV
Total charge = +1
Spin multiplicity = 1

Cartesian coordinates (Å):
C (1.048, 2.974, 4.537)
C (0.023, 2.426, 3.381)
C (0.420, 2.579, 1.781)
C (-0.652, 1.972, 0.695)
C (-2.035, 1.258, 1.220)
C (-2.449, 1.087, 2.831)
C (-3.846, 0.301, 3.171)
C (-4.890, 1.115, 4.136)
O (-5.967, 0.093, 4.343)
N (-5.589, -0.820, 5.254)
O (-5.588, -1.955, 4.754)
C (-5.783, 2.350, 3.471)
C (-5.092, 3.697, 4.104)
C (-6.262, 4.800, 4.439)
C (-5.472, 6.242, 4.702)
C (-6.398, 7.424, 4.014)
Cl (-5.255, 6.489, 6.539)
N (-4.520, 3.204, 5.415)
C (-4.368, 1.829, 5.516)
Br (-3.590, 1.107, 7.211)
C (-1.376, 1.697, 3.910)
H (1.555, 2.007, 5.020)
H (0.435, 3.477, 5.402)
H (1.928, 3.630, 4.128)
H (1.423, 3.064, 1.387)
H (-0.463, 1.995, -0.474)
H (-2.764, 0.824, 0.397)
H (-3.587, -0.792, 3.534)
H (-4.406, 0.156, 2.126)
H (-6.808, 2.218, 4.043)
H (-5.900, 2.236, 2.309)
H (-4.242, 3.976, 3.334)
H (-6.870, 4.545, 5.422)
H (-6.993, 4.836, 3.520)
H (-4.416, 6.119, 4.171)
H (-6.953, 6.975, 3.085)
H (-5.705, 8.301, 3.631)
H (-7.141, 7.795, 4.845)
H (-4.241, 3.767, 6.251)
H (-1.590, 1.622, 5.068)
C (1.963, -3.396, -3.409)
C (1.529, -3.729, -1.991)
C (0.192, -3.088, -1.608)
C (0.183, -1.555, -1.614)
C (1.220, -0.898, -0.701)
C (1.011, -1.229, 0.769)
H (2.113, -2.322, -3.546)
H (2.909, -3.895, -3.640)
H (1.215, -3.736, -4.134)
H (2.314, -3.431, -1.286)
H (1.434, -4.817, -1.899)
H (-0.103, -3.453, -0.618)
H (-0.583, -3.442, -2.300)
H (-0.818, -1.213, -1.321)
H (0.335, -1.191, -2.637)
H (1.155, 0.190, -0.824)
H (2.235, -1.181, -1.001)
H (0.020, -0.905, 1.104)
H (1.760, -0.716, 1.382)
H (1.105, -2.302, 0.961)
C (7.063, -4.596, -8.209)
C (6.629, -4.929, -6.791)
C (5.292, -4.288, -6.408)
C (5.283, -2.755, -6.414)
C (6.320, -2.098, -5.501)
C (6.111, -2.429, -4.031)
H (7.213, -3.522, -8.346)
H (8.009, -5.095, -8.440)
H (6.315, -4.936, -8.934)
H (7.414, -4.631, -6.086)
H (6.534, -6.017, -6.699)
H (4.997, -4.653, -5.418)
H (4.517, -4.642, -7.100)
H (4.282, -2.413, -6.121)
H (5.435, -2.391, -7.437)
H (6.255, -1.010, -5.624)
H (7.335, -2.381, -5.801)
H (5.120, -2.105, -3.696)
H (6.860, -1.916, -3.418)
H (6.205, -3.502, -3.839)

***

The following is a DFT calculation (ωB97M-V/def2-TZVPD) of a molecular structure, C27H47F3K2N3O19S3.

Orbital gap = 6.64 eV
Total charge = +1
Spin multiplicity = 1

Cartesian coordinates (Å):
O (-1.799, 2.467, -0.109)
C (-2.239, 1.814, -1.025)
O (-3.166, 2.392, -1.852)
C (-1.807, 0.381, -1.242)
C (-2.718, -0.490, -2.130)
C (-3.826, -1.265, -1.409)
C (-5.198, -0.606, -1.382)
C (-5.708, 0.068, -0.082)
C (-6.416, 1.341, -0.602)
C (-6.358, 1.273, -2.071)
N (-5.675, 0.273, -2.471)
H (-2.753, 2.702, -2.668)
H (-0.806, 0.398, -1.686)
H (-1.743, -0.086, -0.249)
H (-3.045, 0.101, -2.991)
H (-2.054, -1.255, -2.532)
H (-3.912, -2.236, -1.888)
H (-3.521, -1.434, -0.344)
H (-5.858, -1.474, -1.483)
H (-6.436, -0.602, 0.360)
H (-4.914, 0.326, 0.609)
H (-5.768, 2.201, -0.368)
H (-7.363, 1.615, -0.145)
H (-6.824, 2.013, -2.705)
H (-5.516, 0.084, -3.458)
F (-2.625, -2.216, 0.805)
C (0.254, 1.123, 2.926)
O (1.625, 0.981, 2.539)
C (1.852, -0.008, 1.648)
O (0.999, -0.707, 1.157)
O (3.141, -0.071, 1.405)
C (3.468, -1.113, 0.474)
H (0.190, 1.947, 3.635)
H (-0.339, 1.375, 2.057)
H (-0.127, 0.223, 3.400)
H (2.965, -0.955, -0.473)
H (3.184, -2.072, 0.896)
H (4.539, -1.108, 0.307)
N (7.416, -0.252, 3.451)
S (8.073, -1.210, 4.572)
O (8.170, -2.563, 4.146)
O (7.627, -0.928, 5.891)
F (9.514, -0.631, 4.480)
S (5.934, -0.504, 3.124)
O (5.591, 0.170, 1.919)
O (4.974, -0.524, 4.188)
F (5.889, -2.120, 2.696)
C (0.489, -3.243, -1.474)
C (1.558, -2.545, -2.163)
N (2.381, -1.968, -2.703)
H (0.529, -4.308, -1.694)
H (0.586, -3.090, -0.402)
H (-0.475, -2.855, -1.796)
K (3.872, -3.109, 2.741)
K (0.023, 2.152, 0.737)
O (-0.641, 7.062, 0.141)
S (-0.437, 7.716, -1.119)
O (0.111, 6.971, -2.212)
O (0.398, 9.027, -0.889)
C (1.651, 8.926, -0.155)
C (2.780, 8.387, -1.004)
C (-1.925, 8.496, -1.629)
H (1.494, 8.327, 0.741)
H (1.862, 9.943, 0.165)
H (2.621, 7.342, -1.264)
H (3.718, 8.466, -0.456)
H (2.863, 8.949, -1.934)
H (-2.311, 9.085, -0.802)
H (-2.624, 7.707, -1.896)
H (-1.712, 9.122, -2.491)
C (-5.751, 2.274, -5.306)
O (-5.974, 0.947, -5.778)
H (-5.499, 2.224, -4.253)
H (-4.916, 2.742, -5.832)
H (-6.647, 2.887, -5.433)
H (-6.174, 1.004, -6.717)
O (-2.012, -4.790, -4.081)
C (-2.625, -4.150, -4.886)
O (-3.916, -3.838, -4.611)
C (-4.687, -2.928, -5.391)
C (-5.327, -3.592, -6.592)
C (-2.031, -3.743, -6.216)
H (-4.091, -2.055, -5.668)
H (-5.468, -2.571, -4.717)
H (-4.577, -3.979, -7.282)
H (-5.957, -2.884, -7.131)
H (-5.940, -4.433, -6.270)
H (-2.115, -4.585, -6.903)
H (-0.977, -3.526, -6.060)
H (-2.491, -2.869, -6.668)
C (6.421, -6.134, 8.896)
C (5.393, -5.339, 8.571)
C (5.590, -3.981, 7.928)
O (4.571, -3.361, 7.656)
C (6.928, -3.515, 7.683)
C (7.963, -4.308, 8.012)
C (7.770, -5.677, 8.630)
O (8.772, -6.323, 8.873)
O (9.226, -3.975, 7.830)
O (4.122, -5.656, 8.772)
H (6.290, -7.104, 9.352)
H (7.061, -2.540, 7.237)
H (9.759, -4.729, 8.150)
H (3.606, -4.892, 8.444)